No. 1
The following is a quantum chemistry calculation of a structure of composition C50H50CsN9SSeSi, from the OMol25 dataset.

Values from the calculation:
Spin multiplicity: 1
Net charge: 0
Energy relative to the best compared isomer or geometry (same formula, charge and spin), eV: 0.000

XYZ file:
```
113
C50H50CsN9SSeSi, DFT wB97M-V/def2-TZVPD
Cs -0.2505 0.3825 1.3809
N 3.6652 -3.0665 0.1956
C 4.8033 -2.3780 -0.2694
C 6.0068 -3.0500 -0.3965
C 7.1386 -2.3876 -0.8585
C 7.0635 -1.0490 -1.1970
C 5.8548 -0.3737 -1.0674
C 4.7282 -1.0285 -0.6049
S 3.2083 -0.1323 -0.4472
N 2.1460 -1.2525 0.2274
C 2.4507 -2.4644 0.4492
C 1.3950 -3.3613 1.0187
C 1.4023 -4.7302 0.7740
C 0.4006 -5.5122 1.3290
C -0.5668 -4.9044 2.1074
C -0.4997 -3.5281 2.2756
N 0.4489 -2.7677 1.7447
H 3.8270 -3.9668 0.6111
H 6.0585 -4.1014 -0.1359
H 8.0717 -2.9265 -0.9531
H 7.9363 -0.5238 -1.5613
H 5.7877 0.6767 -1.3230
H 2.1475 -5.1788 0.1309
H 0.3768 -6.5785 1.1460
H -1.3654 -5.4716 2.5648
H -1.2517 -3.0132 2.8646
C -0.3245 1.8632 -1.5060
Si -1.5947 1.2752 -2.5927
C -1.8003 -0.6248 -2.5071
N -1.8858 -1.2061 -1.1639
C -1.6176 -2.6396 -1.1398
C -2.7382 -3.4979 -1.7292
C -4.0422 -3.2087 -0.9885
C -4.3391 -1.7109 -1.0131
C -3.1435 -0.9159 -0.4846
C -3.2486 2.1335 -2.1893
C -4.4567 1.6927 -2.7355
C -5.6625 2.3149 -2.4419
C -5.6851 3.4237 -1.6053
C -4.4954 3.8971 -1.0691
C -3.2975 3.2505 -1.3538
C -1.5028 1.5559 -4.4889
C -1.3777 2.8734 -4.9424
C -1.2934 3.1810 -6.2911
C -1.3248 2.1641 -7.2383
C -1.4421 0.8487 -6.8187
C -1.5314 0.5547 -5.4613
H -0.2876 2.9300 -1.2830
H 0.6737 1.4308 -1.6281
H -0.8791 -1.0090 -2.9641
H -2.6143 -0.9655 -3.1688
H -1.4814 -2.9366 -0.0931
H -0.6700 -2.8196 -1.6538
H -2.4724 -4.5564 -1.6538
H -2.8583 -3.2732 -2.7932
H -3.9365 -3.5352 0.0547
H -4.8718 -3.7775 -1.4147
H -5.2250 -1.4766 -0.4170
H -4.5599 -1.3965 -2.0377
H -3.0141 -1.1433 0.5851
H -3.3438 0.1546 -0.5598
H -4.4562 0.8438 -3.4137
H -6.5841 1.9436 -2.8742
H -6.6216 3.9216 -1.3845
H -4.4994 4.7748 -0.4314
H -2.3749 3.6171 -0.9154
H -1.3406 3.6787 -4.2140
H -1.2017 4.2134 -6.6081
H -1.2575 2.3976 -8.2939
H -1.4656 0.0474 -7.5483
H -1.6237 -0.4850 -5.1668
C 1.0515 -3.3853 5.8740
C 1.6535 -2.4400 5.0597
C 0.9131 -1.3789 4.5575
C -0.4339 -1.2677 4.8799
C -1.0421 -2.2124 5.7056
C -0.2975 -3.2680 6.1979
N -1.1461 -0.1781 4.2766
N -2.3462 -0.1298 4.5725
C -3.1036 0.8919 3.9107
C -4.2868 1.2705 4.5264
C -5.0813 2.2071 3.8838
C -4.6805 2.6938 2.6506
C -3.4849 2.2344 2.1132
N -2.7041 1.3572 2.7350
H 1.6298 -4.2144 6.2611
H 2.7024 -2.5288 4.8073
H 1.3786 -0.6503 3.9056
H -2.0914 -2.1092 5.9428
H -0.7659 -4.0043 6.8382
H -4.5620 0.8303 5.4744
H -6.0094 2.5364 4.3323
H -5.2818 3.4002 2.0954
H -3.1512 2.5696 1.1373
C 1.9845 3.9450 -0.1646
N 3.0627 3.3850 0.6309
C 2.9583 2.9172 1.8957
Se 1.4918 2.8922 2.9920
N 4.1927 2.4654 2.2442
C 5.1023 2.6767 1.2221
C 6.4606 2.4394 1.1058
C 7.0685 2.8271 -0.0805
C 6.3400 3.4195 -1.1133
C 4.9741 3.6435 -0.9997
C 4.3741 3.2690 0.1908
H 1.0975 3.9997 0.4599
H 1.7721 3.3054 -1.0207
H 2.2651 4.9444 -0.4977
H 4.3704 2.0868 3.1576
H 7.0267 1.9793 1.9046
H 8.1309 2.6659 -0.2063
H 6.8485 3.7055 -2.0244
H 4.4047 4.0927 -1.8021
```

***

No. 2
The following is a quantum chemistry calculation of a structure of composition C73H76BN7OP2S4Sc, from the OMol25 dataset.

Values from the calculation:
Spin multiplicity: 1
Net charge: +3

XYZ file:
```
165
C73H76BN7OP2S4Sc, DFT wB97M-V/def2-TZVPD
Sc -0.3665 -1.0047 -0.7463
C 1.8006 -2.0177 4.1397
C 1.9144 -0.5419 3.9216
C 2.4258 0.2458 4.9011
C 2.5847 1.6437 4.7148
N 2.3303 2.1753 3.5559
N 1.8613 1.3862 2.5458
B 1.8171 2.2988 1.3154
N -0.2925 1.9582 0.5767
N 0.3274 2.9639 1.2311
C -0.3509 4.0435 1.6262
C -1.7305 4.0931 1.3133
C -2.3675 3.1192 0.6106
C -3.8034 3.1896 0.2265
C -1.5521 2.0092 0.2397
S -2.1914 0.7133 -0.7336
C 0.1984 5.1939 2.4543
C -0.2514 4.9233 3.9015
C -0.3942 6.5278 1.9675
C 1.7058 5.3021 2.4053
N 3.2175 3.0507 1.0693
N 4.0582 3.7697 1.7991
C 5.1935 4.1172 1.2270
C 5.5087 3.7152 -0.0981
C 4.6805 2.8916 -0.8100
C 4.9469 2.3674 -2.1783
C 3.5010 2.5563 -0.1271
S 2.1367 1.5299 -0.4294
C 6.1309 4.9606 2.0859
C 6.6207 4.1025 3.2557
C 7.3388 5.4535 1.2888
C 5.3470 6.1697 2.6131
C 1.5341 0.0976 2.6817
S 0.6317 -0.8831 1.5974
C 3.0701 2.5252 5.8471
C 4.4962 2.0920 6.2119
C 3.0694 3.9943 5.4423
C 2.1381 2.3265 7.0494
H 1.7775 -2.2310 5.2055
H 2.6728 -2.5151 3.7105
H 0.9259 -2.4512 3.6674
H 2.7002 -0.1960 5.8480
H -2.2872 4.9551 1.6415
H -4.2903 4.0612 0.6572
H -4.3224 2.2865 0.5475
H -3.8888 3.2317 -0.8615
H -1.3354 4.8496 3.9839
H 0.0765 5.7455 4.5357
H 0.1890 3.9998 4.2814
H -1.4385 6.6617 2.2379
H -0.2941 6.6478 0.8888
H 0.1554 7.3384 2.4420
H 2.1926 4.4262 2.8164
H 2.0114 6.1491 3.0199
H 2.0692 5.4879 1.3948
H 6.4370 4.0504 -0.5370
H 5.8558 2.7914 -2.5968
H 4.1163 2.6028 -2.8462
H 5.0592 1.2821 -2.1528
H 7.1551 3.2172 2.9099
H 5.7879 3.7813 3.8765
H 7.3022 4.6850 3.8721
H 7.9543 4.6331 0.9193
H 7.9726 6.0549 1.9382
H 7.0493 6.0845 0.4473
H 4.4524 5.8626 3.1514
H 5.0510 6.8349 1.8019
H 5.9794 6.7353 3.2945
H 5.1832 2.2572 5.3816
H 4.5553 1.0416 6.4963
H 4.8485 2.6757 7.0606
H 3.6094 4.1587 4.5123
H 3.5500 4.5760 6.2278
H 2.0587 4.3791 5.3173
H 2.1869 1.3169 7.4539
H 1.1019 2.5438 6.7877
H 2.4277 3.0062 7.8499
C -6.5558 -3.2609 -3.9687
C -5.1367 -3.4547 -3.4190
C -4.7159 -4.9217 -3.6170
C -5.0721 -3.1394 -1.9387
C -6.1252 -3.4705 -1.0903
C -6.0459 -3.3211 0.2830
C -4.8738 -2.8536 0.8373
C -3.7987 -2.4926 0.0243
P -2.2278 -2.1482 0.8317
C -1.7273 -3.8054 1.3646
C -2.1603 -4.4150 2.5437
C -1.8537 -5.7414 2.7940
C -1.1338 -6.4833 1.8647
C -0.7188 -5.8936 0.6798
C -1.0160 -4.5599 0.4380
C -2.6745 -1.1656 2.2953
C -2.0112 -1.3210 3.5096
C -2.3325 -0.5247 4.5984
C -3.3221 0.4400 4.4850
C -3.9998 0.5917 3.2829
C -3.6829 -0.2079 2.1962
C -3.9210 -2.6164 -1.3574
O -2.8184 -2.2380 -2.1273
C -3.0323 -2.0355 -3.4915
C -2.0687 -1.3138 -4.1898
C -2.2242 -1.1114 -5.5624
C -3.3239 -1.6087 -6.2230
C -4.2624 -2.3330 -5.5079
C -4.1431 -2.5690 -4.1416
P -0.5474 -0.6820 -3.4685
C -0.5273 1.0983 -3.8110
C -1.7009 1.7845 -4.1103
C -1.6797 3.1603 -4.2771
C -0.4922 3.8635 -4.1423
C 0.6807 3.1866 -3.8349
C 0.6608 1.8123 -3.6669
C 0.7074 -1.4517 -4.5348
C 1.4220 -0.7623 -5.5090
C 2.3435 -1.4368 -6.3014
C 2.5493 -2.7966 -6.1303
C 1.8238 -3.4926 -5.1687
C 0.9108 -2.8232 -4.3745
H -7.2577 -3.9264 -3.4732
H -6.6064 -3.5222 -5.0221
H -6.9023 -2.2356 -3.8473
H -5.4062 -5.5822 -3.0935
H -3.7111 -5.1050 -3.2334
H -4.7297 -5.1780 -4.6755
H -7.0317 -3.8756 -1.5111
H -6.8804 -3.5918 0.9120
H -4.7844 -2.7694 1.9122
H -2.7478 -3.8634 3.2648
H -2.1921 -6.2065 3.7091
H -0.9095 -7.5220 2.0605
H -0.1690 -6.4652 -0.0541
H -0.6967 -4.1300 -0.5172
H -1.2486 -2.0782 3.6187
H -1.8228 -0.6739 5.5403
H -3.5838 1.0509 5.3372
H -4.7974 1.3170 3.1996
H -4.2386 -0.0936 1.2746
H -1.4706 -0.5628 -6.1134
H -3.4453 -1.4528 -7.2838
H -5.1073 -2.7409 -6.0389
H -2.6354 1.2520 -4.2215
H -2.5912 3.6857 -4.5253
H -0.4752 4.9333 -4.2926
H 1.6103 3.7296 -3.7421
H 1.5886 1.2997 -3.4377
H 1.2562 0.2937 -5.6754
H 2.8868 -0.8984 -7.0655
H 3.2607 -3.3180 -6.7542
H 1.9668 -4.5571 -5.0464
H 0.3460 -3.3849 -3.6329
S 4.1665 -1.8135 -2.0495
C 2.5153 -1.4357 -2.0027
N 1.7805 -2.0052 -1.0854
C 2.5917 -2.8457 -0.2971
C 2.1751 -3.6655 0.7528
C 3.1085 -4.4631 1.3764
C 4.4543 -4.4596 0.9802
C 4.8806 -3.6604 -0.0546
C 3.9325 -2.8567 -0.6875
H 2.1198 -0.7499 -2.7357
H 1.1453 -3.6816 1.0767
H 2.7932 -5.1126 2.1800
H 5.1603 -5.1020 1.4853
H 5.9113 -3.6686 -0.3762
```

***

| no. | frontier orbital gap (eV) | E_HOMO (eV) | molecular weight (Da) |
| --- | --- | --- | --- |
| 1 | 4.58 | -5.3 | 1049.0 |
| 2 | 7.24 | -14.5 | 1313.4 |